The following is a quantum chemistry calculation of a 3-piece molecular cluster, C50H42BrNO10 overall, from OMol25.

```
104
C50H42BrNO10 (ωB97M-V/def2-TZVPD)
Br 1.00634 -6.34854 -4.92942
O 2.94020 -5.20204 -2.64979
O -8.25941 3.05139 4.90840
O 1.22389 -5.67938 -0.24898
O 3.46260 3.12804 -2.43617
O -3.82793 -0.70275 -0.57634
O 6.54237 7.42935 -1.66778
O -1.91231 -1.22112 -1.61816
O 1.27352 -3.88487 -3.54098
O 0.01654 -5.59032 -2.52449
O -3.83995 5.16666 2.76890
N -3.27922 -6.06656 0.92160
C -5.88993 7.37603 5.66445
C 4.41699 -1.82253 -0.65923
C 1.03839 -6.38227 0.97896
C -7.06679 6.84694 6.18495
C 4.18428 4.08758 -2.25031
C -6.52242 2.82359 3.33633
C -1.83998 0.22349 0.39773
C -5.17745 1.48418 1.30626
C 3.30745 4.38755 0.05471
C 3.60179 -6.37726 1.14095
C 6.83677 5.40987 -5.31550
C -6.97657 1.58402 2.90164
C 0.38389 -4.95493 -3.68282
C -2.70667 -7.84209 -0.62680
C 3.10302 -0.50207 -2.15144
C 5.86385 6.43730 -1.83241
C -2.62589 -0.58236 -0.62427
C -6.30581 0.91689 1.89024
C 2.61326 -1.65788 -2.70575
C 5.12390 4.54788 -3.30769
C 4.12083 6.14097 1.48631
C 4.95537 6.58825 0.47587
C 4.97176 5.93621 -0.75060
C -2.37052 -5.37391 0.23868
C -5.62188 5.42881 4.28435
C -7.51292 5.60362 5.76990
C -3.39266 -7.30066 0.42586
C -0.62728 -4.81359 -1.52561
C -1.79467 -7.06583 -1.33525
C -5.16960 6.66951 4.71633
C 3.99787 -0.60504 -1.12371
C 6.75669 6.12026 -4.12952
C 2.27001 -6.20277 1.87853
C 4.15300 4.82420 -0.95784
C 3.92830 -2.97202 -1.21314
C -6.79063 4.88760 4.82363
C -4.85912 4.69842 3.23461
C -5.37914 3.38591 2.76461
C 3.29133 5.04447 1.27339
C 2.43057 -4.12572 -2.83673
C -1.11715 -2.28696 -1.05953
C 3.02310 -2.88136 -2.23536
C -1.63899 -5.77559 -0.85535
C -7.27340 3.54372 4.40012
C 0.42124 -4.52330 -0.38666
C -4.71397 2.71384 1.74648
C 6.07156 4.26207 -5.49600
C 5.90939 5.68700 -3.11772
C -1.39629 -3.52650 -1.94048
C 5.21313 3.83528 -4.49710
H -8.42487 5.18932 6.17785
H 1.10066 -3.70604 -0.65552
H 4.20352 -3.96642 -0.88325
H 2.18457 -5.24515 2.40210
H 3.58868 -6.01724 0.11177
H -4.25750 7.08246 4.30741
H -0.97638 0.69397 -0.07689
H -2.48910 1.01498 0.76120
H 6.14484 3.70184 -6.41902
H -4.11945 -7.93921 0.92808
H -1.27955 -3.16838 -2.96382
H 2.66591 3.53244 -0.11001
H 1.88398 -1.61048 -3.50449
H -4.66224 0.96246 0.51046
H -2.46612 -3.71210 -1.81230
H -0.06733 -4.24583 0.54918
H -5.53837 8.34427 5.99674
H -6.66261 -0.04676 1.55021
H 4.36898 0.30167 -0.65806
H -7.63468 7.40619 6.91716
H 5.59759 7.44274 0.64053
H 7.35528 7.00961 -3.98678
H -7.85630 1.14474 3.35209
H 0.09613 -6.15367 1.48468
H -1.52341 -0.41049 1.22619
H 2.63461 4.70101 2.06214
H 2.21731 -6.99314 2.63699
H -1.30706 -2.46778 -0.00292
H 5.11067 -1.88741 0.16987
H -0.48996 -4.55027 -4.18868
H 7.50061 5.74663 -6.10111
H -3.83476 3.15618 1.29595
H -2.19317 -4.36030 0.60135
H -0.07156 -2.01509 -1.24053
H 4.61422 2.94593 -4.63900
H -2.87998 -8.87419 -0.90391
H 0.99065 -7.44766 0.71361
H 4.35284 -5.78321 1.67366
H 3.95411 -7.40996 1.16003
H 4.11325 6.64759 2.44260
H -1.26778 -7.47493 -2.18394
H 2.75907 0.46105 -2.50653
```

Results
DFT total energy ... -144538.787 eV
Frontier orbital gap ... 8.37 eV
HOMO level ... -9.5 eV
SMILES ... CCCOC[C@@](CCOC(C)=O)(O[C@H](Br)OC(=O)c1ccccc1)c1cccnc1.O=C1c2ccccc2C(=O)c2ccccc21.O=C1c2ccccc2C(=O)c2ccccc21
2S+1 ... 1

=====

The following is a quantum chemistry calculation of C27H38N3O7PtS2Si as an isolated structure, from OMol25.

```
79
C27H38N3O7PtS2Si (ωB97M-V/def2-TZVPD)
Pt -1.43842 -0.16892 -1.62236
S -4.08281 -0.48079 -2.96202
S -1.78886 2.70412 0.09290
Si 0.10182 -1.88002 0.96070
O -4.00570 -1.68764 -2.15843
O -0.77333 -1.48361 -0.44760
O -2.84815 1.77951 0.32010
O 1.10388 -3.05040 0.48273
O -0.96485 -2.36366 2.05193
O -0.87645 3.09412 1.12375
O 0.91296 -0.55022 1.38566
N -2.98497 0.53333 -2.79064
N 0.41236 0.22773 -2.75951
N -0.86750 1.89622 -1.11608
C 2.17229 3.86146 -1.79588
C 2.97177 -0.93918 2.56370
C 2.83840 0.85589 -3.92171
C 0.87774 -4.47959 0.32240
C -1.72481 -1.68115 3.08253
C -3.70385 5.03313 -2.51484
C 2.97293 -0.54898 0.08651
C -2.52244 6.48347 -0.98854
C -2.02217 5.37939 -0.31570
C 2.30977 -0.19595 1.41145
C 2.33560 1.30825 1.64010
C -0.78726 -1.39036 4.24350
C 1.00251 -0.62811 -3.57194
C 2.00231 -4.95807 -0.58046
C 0.96589 -5.11851 1.69941
C 2.22249 1.77408 -3.04815
C 0.99272 1.41536 -2.48464
C 0.95104 3.52805 -1.22682
C -2.38135 4.11405 -0.75791
C -3.35498 6.30808 -2.08512
C -2.82062 -2.65335 3.48566
C 2.80351 3.02191 -2.68921
C -2.30456 -0.40537 2.49792
C 0.31060 2.30878 -1.55475
C -0.48086 -4.72221 -0.31528
C -3.22346 3.92009 -1.84661
C 2.22878 -0.34452 -4.18145
H -2.92257 -0.62563 1.62754
H -2.92907 0.10457 3.23283
H 4.02218 -0.24947 0.10437
H -3.46154 -2.87738 2.63295
H 1.84850 1.55798 2.58236
H 1.80063 1.82079 0.83723
H 4.01734 -0.64315 2.65962
H -1.33589 -0.91800 5.05956
H -2.38500 -3.58346 3.85065
H -3.74115 7.17315 -2.60733
H 2.46309 -0.70975 3.50014
H 3.79110 1.10154 -4.37286
H 3.36213 1.67627 1.67089
H 1.94418 -4.93402 2.14432
H 1.92483 -4.49342 -1.56465
H 0.48951 -1.56649 -3.73895
H -0.56203 -4.19517 -1.26637
H 3.75794 3.29609 -3.11897
H 0.19673 -4.71461 2.35725
H 2.48128 -0.01489 -0.72806
H 2.96944 -4.70446 -0.14632
H -2.26981 7.47883 -0.65025
H -1.38546 5.49091 0.55193
H 0.82117 -6.19721 1.62573
H 2.92280 -1.61970 -0.10312
H -3.43492 -2.22413 4.27773
H -0.61539 -5.78784 -0.50550
H 0.48163 4.19006 -0.51625
H -4.35921 4.90628 -3.36535
H -1.50935 0.28497 2.20782
H -0.34780 -2.31546 4.61772
H 2.67411 -1.07624 -4.83934
H 2.93236 -2.01605 2.39599
H 2.63964 4.79867 -1.52749
H -3.48899 2.91907 -2.16338
H -1.28980 -4.39255 0.33761
H 0.01118 -0.71652 3.93187
H 1.95420 -6.03997 -0.70726
```

Results
DFT total energy ... -80208.681 eV
Frontier orbital gap (spin up / spin down) ... 7.71 / 6.07 eV
HOMO level (spin up / spin down) ... -11.8 / -12.2 eV
<S²> ... 6.06
2S+1 ... 5
Total charge ... +1

=====

The following is a quantum chemistry calculation of the molecule C4H12N2S, from OMol25.

```
19
C4H12N2S (ωB97M-V/def2-TZVPD)
S -0.83654 2.76285 -0.40035
N -1.04538 -0.25894 -0.12487
N 1.09823 -2.14353 -0.07933
C 1.21279 -0.85219 -0.81621
C -0.76128 0.35174 1.19139
C -1.06110 1.85726 1.15898
C -0.17389 -0.44557 -1.31139
H -1.21621 -1.23634 0.08802
H 1.96600 -2.24607 0.47432
H -0.20957 0.45004 -1.92606
H 0.47998 2.53321 -0.52465
H -2.07181 2.06206 1.53452
H -1.47954 -0.04362 1.91237
H 1.77474 -0.09054 -0.28951
H -0.59023 2.29317 2.07322
H 0.31756 0.24413 1.38835
H 1.22421 -2.96318 -0.69957
H 1.85970 -0.99410 -1.69496
H -0.48768 -1.28040 -1.95429
```

Results
DFT total energy ... -18156.613 eV
Frontier orbital gap ... 9.25 eV
HOMO level ... -8.4 eV
SMILES ... NCCNCCS
2S+1 ... 1
Energy relative to the best compared isomer or geometry (same formula, charge and spin) ... 32.4 kcal per mole

=====

The following is a quantum chemistry calculation of a 2-piece molecular cluster, C4H6O overall, from OMol25.

```
11
C4H6O (ωB97M-V/def2-TZVPD)
O 0.07250 1.17026 1.37085
C 0.08411 -1.53849 0.96890
C 0.41995 -0.70387 -0.01949
C 0.09433 0.75961 0.21783
C -0.06059 1.47817 -0.99146
H 0.26616 1.13791 -1.96416
H 0.06514 -2.61294 1.00699
H -0.20114 -1.01858 1.87194
H -0.40534 2.50946 -0.95372
H 1.11557 -0.89268 -0.83353
H -1.45070 -0.28884 -0.67414
```

Results
DFT total energy ... -6286.795 eV
Frontier orbital gap ... 6.97 eV
HOMO level ... -8.8 eV
2S+1 ... 1
Energy relative to the best compared isomer or geometry (same formula, charge and spin) ... 118.1 kcal per mole

=====

The following is a quantum chemistry calculation of a 2-piece molecular cluster, C7H18 overall, from OMol25.

```
25
C7H18 (ωB97M-V/def2-TZVPD)
C -1.34019 1.51041 -0.31103
C 1.45191 -0.91259 2.19543
C -0.26124 1.00969 -1.28505
C 0.28938 -1.52589 1.36194
C -0.14942 -2.90414 1.90131
C 0.87505 2.05730 -1.36175
C -0.89965 0.76521 -2.62394
H 0.56976 -1.50583 0.30673
H 1.03515 -0.87192 3.20715
H -0.48521 -0.72424 1.30705
H 1.68744 0.06650 1.77892
H -0.81251 1.80843 0.62434
H -0.32549 0.03269 -3.23737
H 1.04194 2.64738 -0.46450
H -0.98539 1.61665 -3.27353
H 0.51999 -3.52463 1.21565
H 2.28334 -1.68131 2.24670
H -1.87543 0.26478 -2.48524
H 0.63656 2.81948 -2.14830
H 0.04982 -2.95694 2.95306
H -1.20145 -3.13825 1.54235
H 0.17030 0.08125 -0.83327
H -2.15166 0.82516 -0.05723
H 1.84623 1.66068 -1.64495
H -1.81236 2.49392 -0.46430
```

Results
DFT total energy ... -7550.064 eV
Frontier orbital gap ... 11.85 eV
HOMO level ... -10.8 eV
SMILES ... CC(C)C.CCC
2S+1 ... 1
Energy relative to the best compared isomer or geometry (same formula, charge and spin) ... 24.3 kcal per mole

=====

The following is a quantum chemistry calculation of a 2-piece molecular cluster, C4H14NOS overall, from OMol25.

```
21
C4H14NOS (ωB97M-V/def2-TZVPD)
S 1.44761 -1.26695 -0.91088
O -2.67432 0.59281 3.54239
N -1.05101 0.16773 0.81844
C 2.39440 -0.23770 0.24639
C -0.84948 1.12924 -0.32665
C -0.66388 0.50607 -1.72747
C 0.81554 0.07642 -2.04733
H -2.44188 0.76269 4.45659
H -0.09117 1.91001 -0.05644
H 2.78932 0.70629 -0.14054
H 0.83106 -0.23292 -3.09732
H -3.31594 -0.11329 3.48582
H 1.87828 0.13285 1.13873
H -1.86592 -0.44462 0.59593
H -1.34867 -0.35952 -1.94838
H -0.97481 1.31751 -2.43213
H -0.08441 -0.29731 0.92777
H 3.16512 -0.85770 0.76719
H -1.76909 1.68495 -0.46925
H -1.44714 0.65115 1.66595
H 1.36262 1.00030 -2.08316
```

Results
DFT total energy ... -18728.514 eV
Frontier orbital gap (spin up / spin down) ... 10.84 / 5.75 eV
HOMO level (spin up / spin down) ... -18.2 / -18.2 eV
<S²> ... 0.75
2S+1 ... 2
Energy relative to the best compared isomer or geometry (same formula, charge and spin) ... 15.6 kcal per mole
Total charge ... +2

=====

The following is a quantum chemistry calculation of C16H21B12Br6IN10Ti as an isolated structure, from OMol25.

```
67
C16H21B12Br6IN10Ti (ωB97M-V/def2-TZVPD)
I -4.05125 2.11926 -4.54983
Br 1.40884 2.88582 -4.82716
Br -0.84808 -0.09084 -4.30072
Br 0.54046 -1.82546 -1.14429
Br 1.37550 -0.30842 -7.04298
Br 0.87093 -3.30995 -4.62858
Br 1.04423 1.80118 -1.17871
Ti -0.43680 0.19847 0.26946
N -3.24135 -0.18596 -1.20710
N -1.42115 -0.01154 4.76407
N -2.08991 0.55522 -1.17729
N 0.53911 0.04660 3.07624
N -1.61841 -1.09096 2.52124
N -1.46405 1.42725 2.67883
N 0.91298 0.06671 1.76306
N -2.75296 0.27916 4.93493
N -1.46147 -1.23422 1.16854
N -1.28269 1.61422 1.33274
C -2.17527 1.37834 -2.21319
C -0.90200 -0.53505 5.92076
C 2.26866 0.07379 1.73172
C -2.23604 -2.15886 3.00388
C -1.78241 2.85159 1.03700
C -3.40730 1.17884 -2.91016
C -2.04824 2.49954 3.19169
C 1.63823 0.06544 3.83258
C -4.03377 0.13323 -2.20980
C -1.89605 -0.56548 6.85048
C 4.21922 -0.45007 -3.47829
C -2.25866 3.44237 2.17296
C 2.76394 0.07174 3.01382
C -2.00061 -2.44966 0.83732
C -2.50711 -3.05110 1.95679
C -3.02594 -0.03814 6.18252
B 3.27900 -1.81053 -3.05155
B 3.67080 0.45290 -4.82463
B 1.88957 -1.73598 -4.16430
B 3.55028 1.08371 -3.16094
B 1.95202 0.66075 -2.59763
B 2.13887 -0.32181 -5.27226
B 3.30221 -0.31703 -2.07261
B 2.14991 1.18671 -4.26731
B 3.51100 -1.33112 -4.75534
B 1.07977 -0.17804 -3.88913
B -0.97988 0.09906 3.36269
B 1.77575 -1.05911 -2.54205
H -2.45792 -2.22961 4.05831
H 2.78937 0.08589 0.78844
H -2.30385 2.53148 4.23856
H -1.97027 -2.79995 -0.18351
H 5.28848 -0.54358 -3.35029
H -1.42730 2.12829 -2.41469
H 4.16359 -2.00953 -5.45808
H 3.79407 0.08095 3.32686
H 0.11258 -0.88518 6.00121
H -1.73686 3.22832 0.02801
H -2.70091 4.41869 2.27720
H -1.82542 -0.91188 7.86717
H -4.97856 -0.36301 -2.37903
H 4.42855 0.94848 -5.57321
H -3.41738 -0.86790 -0.47952
H 3.77628 -0.32529 -0.99399
H 3.75082 -2.79188 -2.60836
H -2.99547 -4.00842 2.03084
H 1.57965 0.09450 4.90721
H 4.19377 1.99432 -2.78716
H -4.02312 0.11274 6.56656
```

Results
DFT total energy ... -491406.889 eV
Frontier orbital gap (spin up / spin down) ... 4.99 / 3.44 eV
HOMO level (spin up / spin down) ... -16.3 / -16.2 eV
<S²> ... 0.76
2S+1 ... 2
Total charge ... +3

=====

The following is a quantum chemistry calculation of a 3-piece molecular cluster, C3H11NO3 overall, from OMol25.

```
18
C3H11NO3 (ωB97M-V/def2-TZVPD)
O -0.57896 -0.40582 -1.45397
O 2.19263 0.88942 -2.34820
O 2.21566 -1.67530 -0.44618
N -0.03323 -0.27568 1.62830
C -0.88524 0.55090 0.75090
C -2.34292 -0.01270 0.79052
C -0.32962 0.54913 -0.70262
H 1.47151 -2.28453 -0.77079
H -0.93106 1.55936 1.03743
H 0.87115 0.24927 1.73440
H 2.03812 0.05039 -1.85719
H -2.96913 0.44546 0.04226
H -0.02685 1.51845 -1.21058
H -2.25276 -1.04472 0.57620
H 1.56983 -1.14582 0.09274
H 3.11829 1.10818 -2.25125
H -2.78635 0.14750 1.72269
H -0.34107 -0.22351 2.66532
```

Results
DFT total energy ... -10920.885 eV
Frontier orbital gap ... 10.29 eV
HOMO level ... -10.0 eV
SMILES ... C[C@@H](N)C=O.O.O
2S+1 ... 1
Energy relative to the best compared isomer or geometry (same formula, charge and spin) ... 48.9 kcal per mole

=====

F_max, record by record: 2.1, 0.7, 3.0, 2.4, 3.9, 2.7, 0.5, 3.5 eV/A